No. 1
The following is a quantum chemistry calculation of C17H26GeN3O7STa as an isolated structure, from the OMol25 dataset.

Net charge: -1
LUMO energy (alpha / beta) in eV: 2.61 / 2.61
Spin multiplicity: 2
Energy above the lowest of the compared OMol25 structures with the same formula, charge and spin in eV: 2.1704
E in hartree: -3886.5423

```
56
Properties=species:S:1:pos:R:3:forces:R:3:nbo_charge:R:1
Ta 0.29211 -0.15935 -1.20942 0.280 -0.196 -0.090 1.800
O 1.21648 1.50794 1.71816 0.119 -0.050 0.058 -0.756
C 0.02603 1.27977 2.23103 -0.061 -0.011 0.172 0.777
O -1.01428 1.76305 1.84702 -0.090 0.012 -0.138 -0.617
C 0.07876 0.28645 3.38718 0.139 0.062 -0.069 -0.150
O 0.25871 -1.03451 2.91175 -0.055 -0.114 0.026 -0.527
C 1.58877 -1.44977 2.69252 0.038 -0.038 -0.041 -0.173
C 2.17604 -1.25594 1.28796 -0.086 0.284 0.075 0.800
O 3.36976 -1.44016 1.14587 -0.030 -0.101 -0.010 -0.648
O 1.33935 -0.94424 0.35752 0.142 -0.101 -0.007 -0.807
H 1.16395 1.66142 0.69806 -0.040 0.098 -0.043 0.535
H 0.89136 0.56542 4.06910 -0.017 -0.020 0.011 0.173
H -0.87284 0.31105 3.91309 -0.030 -0.009 -0.024 0.195
H 2.27427 -0.97926 3.40353 0.008 0.031 -0.038 0.190
H 1.61352 -2.52890 2.87313 -0.024 0.014 0.023 0.198
O -1.19989 -1.57476 -0.29986 -0.134 0.136 0.006 -0.606
N -0.75130 -2.78372 -0.01667 0.058 -0.002 -0.066 0.018
C -1.19134 -3.35440 1.11964 0.020 -0.069 0.019 0.051
C -0.80379 -4.62246 1.46772 -0.029 0.052 -0.008 -0.286
C 0.06666 -5.30786 0.62029 0.024 -0.036 0.001 -0.180
C 0.52874 -4.69512 -0.51950 -0.016 0.047 -0.002 -0.239
C 0.13975 -3.38870 -0.85387 -0.119 -0.161 0.201 0.052
S 0.73341 -2.52328 -2.20447 0.057 0.097 -0.156 -0.187
H -1.83868 -2.71514 1.69878 -0.001 -0.012 0.012 0.243
H -1.16609 -5.05543 2.38822 -0.005 0.008 0.000 0.222
H 0.39324 -6.30949 0.86863 0.007 0.005 -0.011 0.214
H 1.22697 -5.18490 -1.18264 0.004 -0.003 0.010 0.231
N -1.85908 3.27447 -2.10453 0.175 -0.148 0.296 -0.519
C -2.81158 3.54469 -3.05271 0.404 -0.050 -0.155 -0.126
C -3.99490 3.49625 -2.39458 -0.347 0.010 0.253 -0.116
N -3.80017 3.18816 -1.06926 0.211 0.066 0.222 -0.482
C -2.49577 3.05454 -0.92126 -0.506 0.040 -0.557 0.164
H -0.89428 3.04044 -2.27483 0.028 0.049 0.004 0.432
H -2.56028 3.74122 -4.08004 0.010 -0.014 -0.001 0.207
H -4.98076 3.67040 -2.79482 -0.006 -0.004 0.021 0.193
H -1.97412 2.78724 -0.01316 0.004 -0.027 -0.036 0.242
C -2.01461 -0.14891 -3.34390 -0.043 0.129 0.122 -0.229
O -1.00441 0.32130 -2.49431 -0.002 -0.084 -0.085 -0.805
H -2.98246 0.24250 -3.02244 -0.008 0.002 0.003 0.183
H -2.04206 -1.24126 -3.32816 -0.019 -0.006 -0.010 0.177
H -1.82237 0.19052 -4.36520 -0.008 -0.011 -0.010 0.166
C 4.29799 0.19234 -1.77436 0.054 0.007 0.019 -1.100
Ge 3.34775 1.73495 -1.02063 -0.127 -0.005 -0.094 1.651
C 3.83300 3.32090 -2.09830 0.044 -0.003 0.017 -1.086
C 4.10997 2.06004 0.76580 -0.018 -0.006 -0.016 -1.096
C 1.43183 1.50281 -1.14319 -0.007 0.134 0.098 -1.586
H 5.37982 0.35007 -1.75713 -0.005 -0.007 -0.002 0.209
H 3.98056 0.02800 -2.80553 -0.007 0.000 0.001 0.217
H 4.06482 -0.69457 -1.18360 -0.002 0.010 -0.011 0.256
H 4.91241 3.49070 -2.07500 -0.011 0.007 -0.013 0.211
H 3.33704 4.21086 -1.70485 0.001 -0.005 0.000 0.216
H 3.52614 3.18950 -3.13761 -0.007 -0.013 0.005 0.217
H 5.17442 2.27924 0.64995 0.007 0.006 0.033 0.210
H 3.99931 1.17794 1.39562 0.001 -0.005 -0.011 0.242
H 3.62442 2.90424 1.25741 0.009 -0.004 -0.006 0.220
H 1.02066 2.36929 -1.68168 0.015 0.007 0.001 0.212
```
Forces are in eV/Å.

***

No. 2
The following is a quantum chemistry calculation of C17H26GeN3O7STa as an isolated structure, from the OMol25 dataset.

Net charge: -1
LUMO energy (alpha / beta) in eV: 2.44 / 2.43
Spin multiplicity: 2
Energy above the lowest of the compared OMol25 structures with the same formula, charge and spin in eV: 0.7138
E in hartree: -3886.5959

```
56
Properties=species:S:1:pos:R:3:forces:R:3:nbo_charge:R:1
Ta 0.41347 -0.19399 0.30478 -0.412 -0.365 -0.047 1.943
O -4.23332 -0.36533 -0.39384 0.023 0.006 -0.015 -0.683
C -3.33742 -0.78584 0.51946 -0.032 -0.088 0.048 0.789
O -3.30127 -0.36658 1.64366 0.028 0.061 -0.020 -0.595
C -2.45675 -1.89159 -0.02516 0.056 0.034 0.010 -0.164
O -1.16923 -1.85648 0.54035 -0.069 -0.069 -0.061 -0.549
C -0.93980 -2.56872 1.76741 -0.030 0.094 -0.003 -0.157
C 0.57243 -2.57029 2.02935 0.071 -0.164 0.049 0.532
O 0.91708 -2.82430 3.17892 0.007 0.042 -0.015 -0.638
O -0.02915 0.62030 1.79487 -0.003 0.013 0.189 -1.025
H -4.73484 0.34843 0.02857 -0.014 0.006 0.000 0.496
H -2.93374 -2.85254 0.19407 -0.024 0.001 -0.013 0.202
H -2.34479 -1.78175 -1.10184 0.010 0.011 0.005 0.241
H -1.44059 -2.05598 2.58827 0.022 -0.014 0.012 0.225
H -1.31429 -3.59304 1.67224 0.002 -0.012 -0.036 0.183
O -1.25887 0.66641 -0.78452 0.098 0.113 -0.043 -0.654
N -1.28398 0.99955 -2.07368 -0.032 0.053 -0.055 -0.008
C -1.95248 2.12565 -2.40117 -0.015 0.021 0.008 0.035
C -2.06412 2.51910 -3.70422 0.028 -0.039 -0.030 -0.280
C -1.46026 1.72608 -4.68832 -0.018 0.031 -0.028 -0.174
C -0.77335 0.59652 -4.33210 -0.019 0.014 0.006 -0.256
C -0.65687 0.19712 -2.98301 0.036 -0.033 0.059 0.054
S 0.19508 -1.16926 -2.43897 0.027 -0.028 -0.020 -0.255
H -2.35302 2.67216 -1.55878 0.014 -0.028 0.026 0.249
H -2.59410 3.42871 -3.94258 -0.002 0.002 0.007 0.224
H -1.52543 2.01029 -5.73099 0.000 -0.002 0.002 0.212
H -0.28787 -0.02232 -5.07219 0.012 -0.021 0.022 0.231
N -2.14699 2.50385 1.58168 -0.303 -0.117 -0.022 -0.516
C -3.32732 3.16110 1.79928 0.051 0.056 0.159 -0.132
C -3.16908 4.39593 1.23243 0.038 -0.032 -0.222 -0.129
N -1.92820 4.49604 0.63802 -0.215 -0.145 0.123 -0.504
C -1.35784 3.33186 0.87609 0.342 0.120 0.076 0.176
H -1.89353 1.55260 1.84299 0.250 0.147 -0.017 0.476
H -4.13083 2.72565 2.36746 -0.001 -0.024 -0.020 0.209
H -3.87251 5.21323 1.21312 0.002 -0.009 -0.011 0.190
H -0.36142 3.03026 0.59269 -0.040 0.060 -0.040 0.218
C 1.94294 2.06262 -1.04794 0.013 0.152 -0.082 -0.225
O 1.98624 0.85605 -0.35831 0.084 0.008 -0.045 -0.864
H 0.95873 2.27409 -1.50004 0.000 -0.026 0.008 0.132
H 2.67458 2.08054 -1.86768 0.010 -0.056 0.013 0.156
H 2.17292 2.91500 -0.39179 0.007 -0.037 0.038 0.154
C 3.98030 -3.96215 1.92104 -0.052 -0.019 0.019 -1.090
Ge 3.33646 -2.23404 1.23042 -0.011 0.054 -0.019 1.645
C 4.20865 -1.85634 -0.48639 -0.005 -0.004 0.025 -1.094
C 3.78414 -0.81633 2.49768 0.015 0.009 -0.003 -1.091
C 1.42499 -2.21895 0.91831 0.061 0.209 -0.020 -1.179
H 5.05436 -3.94857 2.11635 0.008 0.029 -0.011 0.211
H 3.76973 -4.75802 1.20384 0.005 -0.008 0.006 0.214
H 3.45306 -4.18296 2.84977 0.010 -0.016 -0.007 0.238
H 5.29139 -1.77677 -0.36826 -0.004 0.013 0.004 0.212
H 3.81540 -0.90869 -0.85837 0.019 0.001 -0.023 0.254
H 4.00129 -2.63665 -1.22146 -0.022 -0.003 0.010 0.216
H 4.85947 -0.76893 2.68186 0.000 -0.002 0.005 0.210
H 3.26458 -0.98693 3.44045 -0.004 -0.007 0.001 0.239
H 3.44997 0.13637 2.08374 0.006 0.004 0.004 0.243
H 1.10600 -2.69216 -0.01758 -0.033 0.005 -0.007 0.253
```
Forces are in eV/Å.

***

No. 3
The following is a quantum chemistry calculation of one molecule with the formula C17H26N4O5S in a non-equilibrium geometry, from the OMol25 dataset.

Net charge: 0
LUMO energy in eV: 0.65
Spin multiplicity: 1
Structure (SMILES): Cc1ccc(S(=O)(=O)N2CCO[C@H]2CNC(=O)C(=O)NCCN(C)C)cc1
Energy above the lowest of the compared OMol25 structures with the same formula, charge and spin in eV: 0.7707
E in hartree: -1656.8200

```
53
Properties=species:S:1:pos:R:3:forces:R:3:nbo_charge:R:1
C -3.17108 -4.77708 1.02497 0.007 -0.025 -0.058 -0.632
C -3.07772 -3.40585 0.43144 -0.028 0.095 -0.007 0.016
C -4.22890 -2.68532 0.12768 0.102 0.037 0.007 -0.226
C -4.14186 -1.42738 -0.44132 -0.176 0.061 -0.075 -0.192
C -2.89697 -0.88971 -0.70695 -0.095 0.494 -0.256 -0.282
S -2.79896 0.74960 -1.39133 -0.266 0.113 0.705 2.313
O -1.56254 0.93659 -2.09486 0.273 -0.165 -0.011 -0.951
O -4.02608 1.06472 -2.06708 -0.046 -0.212 0.126 -0.934
N -2.65100 1.67172 0.02099 -0.007 -0.601 -0.761 -0.699
C -3.88351 1.89405 0.75806 -0.607 -0.034 0.207 -0.263
C -3.70075 3.32088 1.28665 -0.022 -0.278 0.261 -0.079
O -2.88234 3.94410 0.31860 0.118 0.072 -0.157 -0.501
C -2.00815 2.96856 -0.17593 0.929 0.184 -0.515 0.239
C -0.64635 2.97847 0.53594 -0.190 0.314 0.177 -0.247
N 0.13673 1.83957 0.12614 -0.118 -0.080 -0.282 -0.599
C 1.06773 1.30804 0.92187 -0.096 0.278 -0.028 0.590
O 1.40103 1.75006 2.01097 0.028 0.034 0.037 -0.636
C 1.73454 0.06097 0.34110 0.198 -0.256 0.283 0.595
O 1.28717 -0.53593 -0.62454 -0.067 0.042 -0.268 -0.651
N 2.80993 -0.29732 1.04816 0.047 0.165 0.322 -0.574
C 3.71856 -1.33896 0.65018 0.166 -0.099 -0.216 -0.237
C 5.06435 -0.76304 0.19238 -0.234 0.071 -0.009 -0.222
N 4.90596 0.29747 -0.78398 0.097 -0.074 0.091 -0.438
C 6.14743 1.01654 -0.97766 -0.048 0.004 0.038 -0.405
C 4.37284 -0.17611 -2.04656 -0.065 -0.003 0.066 -0.429
C -1.73798 -1.58576 -0.42305 0.170 -0.009 -0.058 -0.192
C -1.83678 -2.84331 0.14657 -0.089 0.118 -0.046 -0.207
H -3.11568 -5.52464 0.23349 -0.004 -0.101 0.000 0.228
H -2.34889 -4.95814 1.71290 0.029 -0.057 0.067 0.221
H -4.11258 -4.91210 1.55107 -0.040 -0.054 0.057 0.218
H -5.19823 -3.11410 0.33557 -0.096 -0.033 0.024 0.215
H -5.02287 -0.86122 -0.69862 -0.167 0.010 -0.011 0.236
H -4.73729 1.82999 0.07409 -0.010 0.069 0.195 0.215
H -3.98567 1.15449 1.55394 -0.099 0.089 0.011 0.212
H -3.20323 3.31163 2.26523 -0.087 0.028 -0.059 0.171
H -4.63001 3.88572 1.35054 0.042 -0.103 0.052 0.206
H -1.85296 3.15580 -1.24644 -0.024 0.096 0.212 0.202
H -0.77759 2.92895 1.62150 -0.046 0.067 -0.097 0.219
H -0.13016 3.91501 0.29480 -0.074 -0.059 0.097 0.206
H -0.10571 1.37692 -0.74718 0.239 -0.085 0.151 0.450
H 3.07296 0.33190 1.79703 -0.163 -0.013 -0.089 0.425
H 3.23255 -1.89040 -0.15673 0.066 -0.035 0.121 0.226
H 3.89160 -2.01958 1.49032 -0.035 -0.006 -0.142 0.203
H 5.57101 -0.33305 1.06162 0.050 -0.064 -0.026 0.193
H 5.68707 -1.59441 -0.18846 0.003 0.056 0.058 0.170
H 5.97311 1.84349 -1.66373 0.069 0.050 -0.030 0.202
H 6.48282 1.42479 -0.02487 0.066 0.030 0.008 0.197
H 6.94922 0.38277 -1.38956 0.034 -0.004 -0.022 0.160
H 4.99476 -0.96734 -2.49489 0.045 -0.023 -0.038 0.159
H 3.36266 -0.55271 -1.90675 -0.044 -0.064 -0.084 0.222
H 4.32342 0.66062 -2.74062 -0.021 0.001 -0.073 0.204
H -0.77889 -1.15354 -0.66239 0.172 0.010 0.020 0.269
H -0.93669 -3.39646 0.36967 0.115 -0.052 0.022 0.216
```
Forces are in eV/Å.

***

No. 4
The following is a quantum chemistry calculation of C17H26N7OTc as an isolated structure in a non-equilibrium geometry, from the OMol25 dataset.

Net charge: +1
LUMO energy (alpha / beta) in eV: -2.69 / -3.11
Spin multiplicity: 2
Energy above the lowest of the compared OMol25 structures with the same formula, charge and spin in eV: 0.4467
E in hartree: -1202.5232

```
52
Properties=species:S:1:pos:R:3:forces:R:3:nbo_charge:R:1
Tc 0.43376 0.75952 0.33282 1.318 2.013 0.049 0.778
C 0.07537 -2.40039 -1.09689 -0.089 -0.005 0.025 -0.217
C -0.87274 -1.51842 -1.89854 0.039 -0.054 0.016 -0.229
N -0.43940 -0.12366 -1.83198 -0.485 -0.048 -0.177 -0.631
C -1.52997 0.81917 -2.12823 0.087 -0.107 -0.147 -0.267
C -2.35320 1.02274 -0.89051 -0.048 -0.005 -0.048 0.259
C -3.72891 1.17149 -0.92173 -0.006 0.027 0.021 -0.239
C -4.42782 1.25752 0.27102 0.010 0.003 -0.058 -0.111
C -3.74085 1.12150 1.46528 0.083 -0.026 0.042 -0.243
C -2.36643 0.97007 1.42722 -0.013 0.042 0.059 0.250
C -1.53197 0.74938 2.65389 0.068 -0.061 0.018 -0.266
N -0.37790 -0.13009 2.35838 -0.221 -0.465 0.002 -0.586
C -0.65364 -1.57446 2.49311 -0.073 -0.017 0.032 -0.222
C -0.94873 -2.20656 1.14375 0.143 0.006 -0.031 -0.230
N 0.17773 -1.91507 0.27162 0.027 -0.787 -0.091 -0.653
N -1.68564 0.98932 0.27231 -0.213 0.009 0.278 -0.437
H 1.07487 -2.35708 -1.53689 0.000 0.009 -0.018 0.201
H -0.25861 -3.44370 -1.15379 -0.022 -0.015 -0.041 0.192
H -1.87644 -1.57381 -1.46998 0.000 -0.018 -0.001 0.194
H -0.95309 -1.88245 -2.92778 0.010 -0.023 -0.001 0.203
H 0.31676 0.05614 -2.48230 0.027 -0.035 0.083 0.397
H -2.17434 0.45966 -2.93672 -0.021 0.037 0.001 0.204
H -1.09619 1.76731 -2.43835 -0.009 0.009 -0.013 0.264
H -4.24351 1.20108 -1.87207 0.021 0.000 -0.011 0.241
H -5.50201 1.38255 0.26765 -0.008 -0.004 0.002 0.240
H -4.26059 1.11479 2.41321 0.013 -0.009 0.010 0.239
H -2.15157 0.34021 3.45686 0.017 0.007 -0.002 0.211
H -1.13276 1.70913 2.98850 -0.018 0.017 -0.041 0.253
H 0.34171 0.11871 3.02518 0.050 0.021 -0.052 0.399
H -1.46752 -1.75912 3.19890 -0.017 -0.022 -0.009 0.205
H 0.24202 -2.04497 2.90655 0.001 -0.007 0.008 0.202
H -1.85530 -1.77367 0.71500 -0.022 0.006 0.005 0.194
H -1.12854 -3.28144 1.27156 -0.040 0.004 0.017 0.197
H 1.03475 -2.25574 0.69212 -0.033 -0.063 -0.007 0.379
C 3.02253 0.30405 -2.41906 0.011 0.022 0.021 -0.679
C 3.28125 -0.06409 -1.00268 -0.099 -0.112 -0.070 0.423
N 2.44029 -0.06378 0.01998 0.053 0.042 0.191 -0.463
C 3.13692 -0.57610 1.10041 0.058 0.032 0.061 -0.088
C 4.40292 -0.87814 0.72937 -0.039 -0.061 0.052 -0.065
N 4.47418 -0.55337 -0.60145 -0.067 0.036 -0.033 -0.497
H 2.33692 1.14463 -2.46425 -0.049 0.039 0.014 0.276
H 2.60331 -0.54716 -2.96202 -0.010 0.016 0.004 0.228
H 3.95152 0.58322 -2.91420 -0.002 0.011 -0.001 0.242
H 2.68705 -0.65055 2.07433 0.016 0.012 0.029 0.218
H 5.24048 -1.26446 1.28046 0.002 -0.016 0.003 0.241
H 5.27705 -0.65799 -1.19871 0.009 0.009 0.013 0.435
O 0.76421 4.19215 -2.38258 0.027 0.000 0.014 -0.590
C 0.80264 3.22694 -1.69433 -0.017 0.198 -0.069 0.768
N 0.83909 2.23716 -1.04048 -0.088 -0.657 -0.099 -0.772
C 1.09770 1.98537 1.56595 -0.597 -0.096 -0.300 -0.349
H 1.25432 1.85454 2.64479 -0.108 0.043 0.198 0.122
H 1.44833 2.95793 1.22530 0.324 0.044 0.056 0.177
```
Forces are in eV/Å.

***

- Which value of net charge does entry 1 give?
  -1